(1)
Here is C15H26GaN10O2S2 as an isolated structure from the Open Molecules 2025 dataset. Energies are from ωB97M-V with the def2-TZVPD basis set.

Geometry as ORCA input:
```
! RIJCOSX wB97M-V def2-TZVPD def2/J DEFGRID3
* xyz 3 1
N 6.86 1.27 -1.36
N 5.46 1.69 -3.13
C 1.66 -2.24 2.99
S 0.54 2.98 -0.24
H -4.56 5.99 0.90
Ga 0.57 0.70 -0.15
H -0.20 5.74 -0.71
H 6.98 0.96 -0.41
N -2.15 5.78 -0.04
N 2.24 0.77 -1.03
H 6.22 2.05 -3.69
C -2.61 -1.38 -2.03
H -5.47 -2.19 -2.47
C 1.44 -3.28 0.40
O 1.09 -0.73 0.94
C -1.91 -0.49 0.47
H 1.39 -3.22 3.40
N -5.28 -2.98 -1.87
H 4.55 1.65 -3.56
H -1.62 -0.11 1.43
C 3.16 -2.07 2.80
N -2.51 2.40 0.98
C 3.41 0.80 -1.12
H -5.91 -3.77 -1.91
C 5.65 1.26 -1.89
N -0.94 5.19 -0.31
C -3.33 -1.82 -0.92
H 3.61 -1.88 3.77
H -2.75 2.49 1.96
C 1.02 -4.70 0.78
N -1.16 -0.13 -0.60
H 1.42 -5.40 0.05
C -4.28 4.94 0.93
S 0.66 -2.11 1.51
N -2.12 3.65 0.51
C -2.87 4.83 0.47
H -2.87 -1.69 -3.03
H -4.95 4.39 0.27
H 1.08 -3.00 -0.59
N 4.65 0.79 -1.14
H 1.23 -1.48 3.65
H 2.51 -3.13 0.45
H -0.91 -0.23 -2.66
H -3.53 -1.67 1.21
O -4.02 -3.90 -0.21
H 1.40 -5.00 1.76
C -4.28 -3.00 -0.98
H -4.39 4.57 1.95
H 3.62 -2.96 2.39
C -1.53 -0.55 -1.83
C -2.98 -1.34 0.34
H 7.67 1.59 -1.86
C -0.90 3.91 0.01
H 3.38 -1.22 2.16
H -0.07 -4.82 0.79
H -3.34 2.12 0.48
*
```

Results
LUMO level: -8.35 eV
Total energy: -108997.027 eV

Which charges does natural (NBO) predict for the atoms? In e, they are:
1 N -0.712
2 N -0.737
3 C -0.577
4 S -0.159
5 H 0.293
6 Ga 1.729
7 H 0.457
8 H 0.442
9 N -0.182
10 N -0.827
11 H 0.435
12 C -0.234
13 H 0.410
14 C -0.583
15 O -1.077
16 C 0.055
17 H 0.269
18 N -0.783
19 H 0.427
20 H 0.229
21 C -0.636
22 N -0.632
23 C 0.737
24 H 0.440
25 C 0.686
26 N -0.319
27 C 0.013
28 H 0.265
29 H 0.393
30 C -0.638
31 N -0.643
32 H 0.267
33 C -0.681
34 S 1.258
35 N -0.205
36 C 0.380
37 H 0.268
38 H 0.255
39 H 0.244
40 N -0.599
41 H 0.259
42 H 0.252
43 H 0.233
44 H 0.276
45 O -0.545
46 H 0.232
47 C 0.626
48 H 0.252
49 H 0.231
50 C 0.090
51 C -0.203
52 H 0.434
53 C 0.283
54 H 0.223
55 H 0.240
56 H 0.386

(2)
Here is C3H3Cl2O3 as an isolated structure in a non-equilibrium geometry from the Open Molecules 2025 dataset. Energies are from ωB97M-V with the def2-TZVPD basis set.

Geometry as ORCA input:
```
! RIJCOSX wB97M-V def2-TZVPD def2/J DEFGRID3
* xyz -1 1
H 0.67 -2.77 -0.57
O -0.29 -0.44 -1.28
H 0.80 -0.72 -1.37
C -0.86 -1.30 -0.57
C 2.90 -0.26 0.77
Cl 2.44 -0.94 -1.78
Cl -2.48 -0.86 -0.07
O 4.03 -0.27 0.80
C -0.40 -2.42 -0.12
O 1.83 -0.16 1.09
H -0.71 -3.08 0.60
*
```

Results
LUMO level: 3.43 eV
Total energy: -34349.251 eV

Which charges does natural (NBO) predict for the atoms? In e, they are:
1 H 0.211
2 O -0.709
3 H 0.466
4 C 0.351
5 C 1.043
6 Cl -0.736
7 Cl -0.112
8 O -0.559
9 C -0.623
10 O -0.529
11 H 0.197

(3)
Here is one molecule with the formula C2HN5O in a non-equilibrium geometry from the Open Molecules 2025 dataset. Energies are from ωB97M-V with the def2-TZVPD basis set.

Geometry as ORCA input:
```
! RIJCOSX wB97M-V def2-TZVPD def2/J DEFGRID3
* xyz 0 1
N -1.19 -0.77 0.33
O 2.39 -0.03 0.59
N 0.75 -1.26 -0.54
N -0.33 1.41 -0.40
N -0.47 -1.51 -0.40
C 1.37 -0.18 -0.10
C -1.24 0.50 0.38
H -2.03 0.92 0.87
N 0.74 0.92 -0.72
*
```

Results
LUMO level: -1.83 eV
SMILES string: O=c1nncnnn1
Total energy: -11582.265 eV

Which charges does natural (NBO) predict for the atoms? In e, they are:
1 N -0.264
2 O -0.475
3 N -0.207
4 N -0.110
5 N 0.108
6 C 0.663
7 C 0.208
8 H 0.198
9 N -0.120

(4)
Here is a 14-piece molecular cluster, C42H84Cl14O21 overall in a non-equilibrium geometry from the Open Molecules 2025 dataset. Energies are from ωB97M-V with the def2-TZVPD basis set.

Geometry as ORCA input:
```
! RIJCOSX wB97M-V def2-TZVPD def2/J DEFGRID3
* xyz 0 1
O -5.79 -23.59 -19.03
C -1.00 -23.35 -25.18
C -5.23 -14.44 -24.80
H -3.69 -28.04 -19.86
H -7.02 -22.83 -26.39
H -3.68 -24.75 -16.46
O -2.95 -22.85 -23.51
C -8.51 -27.90 -17.68
Cl -0.25 -19.69 -25.56
H -4.18 -13.26 -22.48
O -3.16 -28.23 -14.08
C -2.43 -29.02 -15.00
H -1.41 -22.37 -25.36
H -2.88 -14.09 -23.43
H -4.81 -23.58 -22.61
H -7.39 -19.09 -12.38
Cl 0.34 -26.54 -18.48
C -1.19 -29.62 -14.36
H -2.33 -27.79 -18.71
H -4.00 -27.74 -18.12
H -1.37 -30.32 -13.53
C -1.41 -21.16 -19.66
C -4.86 -24.62 -22.91
C -5.54 -17.41 -27.98
C 1.24 -30.58 -19.84
H -9.93 -23.03 -14.11
C -0.90 -26.07 -16.07
C -5.91 -26.17 -13.85
C -2.97 -23.91 -24.14
H -5.94 -16.92 -21.80
C 0.25 -26.80 -16.76
H -3.52 -25.38 -21.34
C -1.83 -22.34 -20.53
H -6.99 -29.45 -17.78
H -5.08 -19.28 -17.95
H -3.06 -29.96 -17.60
C -7.46 -28.81 -17.04
Cl -0.77 -24.28 -16.17
H -5.14 -20.68 -22.13
H -7.07 -16.15 -23.92
H -5.08 -17.93 -16.80
Cl -8.40 -22.60 -22.24
H -0.47 -23.68 -26.07
H -8.59 -23.22 -18.61
H -4.95 -17.54 -13.45
C -4.63 -20.56 -13.93
O -4.74 -26.90 -13.45
C -5.46 -23.91 -17.60
H -4.17 -30.18 -18.87
H -5.66 -25.34 -14.49
H -8.55 -23.39 -13.08
H -9.02 -27.29 -16.95
Cl -7.46 -18.56 -19.49
O -4.68 -19.57 -13.03
H -0.73 -30.21 -15.16
O -5.19 -15.25 -23.73
C -8.12 -21.90 -14.54
H -6.25 -18.34 -22.78
O -2.06 -24.31 -25.01
O -3.94 -24.80 -24.04
H -2.59 -19.20 -24.07
C -1.70 -18.77 -23.61
O -6.33 -18.61 -27.59
H -6.24 -18.06 -11.47
O -2.27 -30.26 -19.53
H -7.18 -17.33 -12.74
H -3.12 -23.50 -14.20
C -4.19 -27.55 -14.50
C -0.97 -30.16 -19.11
H -2.98 -29.86 -15.43
O -5.38 -22.17 -20.68
H -4.84 -23.10 -14.69
O -0.63 -29.75 -18.01
H -3.46 -22.14 -15.38
H -4.55 -17.67 -28.37
O -4.57 -19.04 -26.24
H -2.88 -22.54 -20.29
C -8.86 -23.15 -14.11
C -6.68 -18.27 -12.45
H -9.50 -24.12 -20.82
H -1.41 -21.55 -18.65
Cl -10.18 -21.75 -19.45
H -3.85 -25.35 -18.00
C -4.90 -20.79 -21.08
C -5.80 -21.27 -25.48
H -9.22 -28.49 -18.26
H -5.74 -20.72 -24.55
C -5.33 -18.23 -17.81
H -7.22 -18.61 -17.12
C -3.82 -22.72 -14.54
H -0.86 -26.42 -15.03
H -0.36 -23.36 -24.31
H -0.67 -20.70 -23.46
H -5.86 -24.83 -23.27
O -4.81 -21.62 -18.58
H -6.12 -23.34 -24.94
H -7.91 -21.93 -19.45
H -8.27 -21.10 -13.81
H -4.66 -26.58 -21.99
H -1.82 -22.16 -21.59
C -4.54 -25.52 -21.71
H 0.17 -27.89 -16.64
H 1.79 -31.20 -20.54
H -7.75 -24.18 -20.68
Cl -8.38 -29.82 -15.89
H 1.59 -29.55 -19.97
H -6.67 -26.84 -14.27
H -5.93 -18.64 -14.42
Cl 0.21 -20.64 -20.10
C -5.57 -18.42 -13.41
H -6.46 -25.80 -12.99
C -3.33 -28.16 -18.85
C -4.00 -24.41 -17.46
H -3.83 -20.70 -20.96
H -3.11 -12.36 -23.53
C -8.61 -23.51 -20.72
C -5.66 -19.30 -26.75
C -5.31 -22.41 -19.37
H 1.18 -26.45 -16.29
C -0.50 -19.68 -23.83
C -6.65 -22.51 -25.42
H -0.52 -28.85 -13.95
H -7.05 -22.14 -14.58
H -4.66 -17.57 -22.71
H -1.89 -26.26 -16.51
H -2.08 -28.45 -15.86
Cl -8.52 -24.56 -15.11
H -4.77 -21.47 -25.80
Cl -4.31 -17.28 -18.93
H -5.42 -19.98 -20.59
H 1.50 -30.83 -18.82
O -5.22 -20.58 -15.01
O -0.17 -30.59 -20.08
Cl -7.71 -26.74 -18.83
O -5.95 -14.58 -25.79
H -5.46 -16.66 -27.20
C -6.82 -17.98 -17.92
H -5.78 -16.83 -24.88
H -7.13 -16.96 -17.71
C -8.70 -22.64 -19.54
C -6.03 -16.46 -23.87
H -5.45 -23.01 -16.99
H -3.23 -23.75 -17.87
H -1.46 -17.79 -24.02
H -6.66 -28.27 -16.54
O -4.42 -13.39 -24.70
H -2.10 -20.36 -19.84
Cl -0.87 -23.81 -20.22
Cl -8.54 -21.24 -16.12
O -6.35 -20.39 -26.56
H 0.39 -19.35 -23.31
H -5.24 -25.29 -20.92
H -6.11 -24.66 -17.18
O -3.91 -21.56 -13.44
O -4.59 -27.53 -15.65
C -5.72 -17.38 -22.77
C -3.63 -13.29 -23.41
C -3.24 -29.66 -18.62
H -6.13 -17.04 -28.82
Cl -2.16 -18.45 -21.86
H -7.50 -22.31 -24.79
*
```

Results
LUMO level: 0.19 eV
Total energy: -263230.388 eV

These are the Mulliken partial charges, in e, on atoms 1 to 99:
1 O 0.096
2 C -0.413
3 C 0.768
4 H 0.180
5 H 0.393
6 H -0.082
7 O -0.170
8 C -0.693
9 Cl -0.197
10 H 0.262
11 O -0.372
12 C 0.602
13 H 0.076
14 H 0.236
15 H 0.208
16 H 0.228
17 Cl -0.168
18 C -1.614
19 H -0.226
20 H -0.191
21 H 0.415
22 C 0.265
23 C -0.274
24 C -0.361
25 C -0.630
26 H 0.438
27 C 0.402
28 C -0.234
29 C 0.690
30 H 0.322
31 C -0.287
32 H 0.201
33 C 1.147
34 H 0.298
35 H -0.445
36 H 0.067
37 C 0.349
38 Cl -0.112
39 H -0.746
40 H 0.377
41 H 0.337
42 Cl -0.167
43 H 0.271
44 H 0.094
45 H 0.360
46 C 0.757
47 O -0.399
48 C -0.074
49 H 0.317
50 H -0.101
51 H 0.314
52 H 0.240
53 Cl -0.136
54 O -0.410
55 H 0.312
56 O -0.293
57 C 0.561
58 H 0.356
59 O -0.452
60 O -0.459
61 H 0.033
62 C -0.488
63 O -0.381
64 H 0.317
65 O -0.413
66 H 0.347
67 H 0.205
68 C 0.584
69 C 0.698
70 H 0.448
71 O 1.358
72 H -0.229
73 O -0.547
74 H 0.153
75 H 0.302
76 O -0.546
77 H -1.137
78 C -0.777
79 C -1.091
80 H 0.590
81 H 0.226
82 Cl -0.183
83 H -0.023
84 C 1.162
85 C 0.806
86 H 0.419
87 H -0.282
88 C 0.343
89 H 0.043
90 C 0.226
91 H 0.334
92 H 0.269
93 H -0.213
94 H 0.426
95 O -0.528
96 H 0.059
97 H -0.452
98 H 0.194
99 H 0.532

Number 1: HOMO energy -0.6334 hartree, frontier orbital gap 8.89 eV. Number 2: HOMO energy -0.1752 hartree, frontier orbital gap 8.20 eV. Number 3: HOMO energy -0.3606 hartree, frontier orbital gap 7.99 eV. Number 4: HOMO energy -0.3808 hartree, frontier orbital gap 10.55 eV.